# 1
A molecular structure, C6H6Br3N, computed with ωB97M-V/def2-TZVPD.

The geometry in XYZ format:
```
16
Properties=species:S:1:pos:R:3:mulliken_charge:R:1
Br -0.30265 -1.88883 2.75561 -0.019
Br -2.48339 0.16799 3.70383 -0.015
Br -2.34319 -0.64898 0.65629 -0.010
N 0.70774 1.68730 -0.45934 -0.539
C -0.02815 1.39114 -1.52615 -0.167
C 1.38171 -0.59659 -0.37369 -0.182
C 0.61310 -0.88823 -1.49497 -0.289
C 1.42481 0.70712 0.08186 -0.409
C -0.10471 0.12369 -2.09354 -0.354
C -1.34086 -0.34521 2.27576 -0.201
H 1.87452 -1.39297 0.16715 0.448
H -0.72402 -0.02057 -2.96786 0.370
H 1.99723 0.96000 0.96904 0.409
H 0.58165 -1.92582 -1.80389 0.359
H -0.59984 2.20895 -1.95170 0.365
H -0.65395 0.46101 2.06159 0.235
```

The calculation puts the HOMO energy at -9.83 eV. As for the HOMO-LUMO gap: 10.0 eV. The net charge is 0. The spin multiplicity is 1.

---

# 2
10 unconnected molecules or ions with the total composition C38H50F2O24 in a non-equilibrium geometry, computed with ωB97M-V/def2-TZVPD.

The geometry in XYZ format:
```
114
Properties=species:S:1:pos:R:3:mulliken_charge:R:1
F 10.16853 14.69571 13.33048 0.116
F 18.95434 20.89620 10.13773 -0.351
O 15.53957 15.23013 11.86131 -0.238
O 15.51004 17.42406 12.33275 -0.492
O 19.80852 13.98918 8.24296 -0.577
O 11.93831 10.93260 18.29341 -0.370
O 20.04324 15.28425 10.05157 -0.369
O 12.41144 16.61570 8.08297 -0.308
O 12.42384 11.69438 13.20127 0.019
O 15.32890 20.75066 17.56314 -0.337
O 14.17656 10.28456 13.33690 -0.547
O 15.11793 12.55458 9.38091 -0.385
O 13.19695 17.10913 10.12631 -0.471
O 14.40694 14.09218 15.55197 -0.648
O 15.93587 19.30730 15.93153 -0.611
O 14.46728 14.11603 7.99721 -0.355
O 12.42401 9.79579 11.99361 -0.408
O 10.15638 12.26772 18.05387 -0.492
O 20.31370 16.17579 8.02796 -0.335
O 15.19414 21.37306 15.50742 -0.339
O 11.38000 15.88137 9.85473 -0.194
O 12.87500 13.08077 9.26018 -0.442
O 10.81331 10.87092 16.42843 -0.283
O 15.51749 15.79932 16.45545 -0.322
O 13.93487 16.07308 13.15289 -0.322
O 13.34964 15.86850 16.44462 -0.346
C 15.57113 22.18568 13.31933 -1.424
C 12.08166 15.12015 16.22789 0.566
C 10.93147 15.69196 17.02716 -1.504
C 14.42702 15.15640 16.10815 1.003
C 11.94594 10.06121 16.15716 0.112
C 18.33279 20.26346 7.99478 -0.404
C 18.23512 20.09725 9.35075 0.259
C 15.14834 20.99532 14.08585 0.263
C 16.90469 18.48814 7.69048 -0.330
C 10.84902 11.40976 17.65593 0.666
C 20.02573 15.07805 8.70661 0.648
C 7.54063 13.25714 15.45959 -0.515
C 8.07857 15.62330 14.02337 -0.643
C 14.70738 14.15405 12.23140 -0.207
C 11.17395 11.66565 12.52494 0.185
C 11.32039 15.87964 7.55366 -0.360
C 6.55329 14.24977 15.38276 -0.532
C 15.93882 20.00376 18.55763 -0.716
C 13.45717 14.79560 12.69783 2.021
C 15.82109 14.42307 8.26235 0.329
C 16.28102 13.07353 8.70068 -0.405
C 10.65423 15.31029 8.79378 -0.209
C 12.43548 9.77546 17.58065 -0.401
C 19.94384 16.72375 10.23375 0.172
C 20.44068 17.28164 8.93220 0.336
C 15.04444 16.35051 12.43210 0.406
C 16.69553 18.35968 9.12116 -0.095
C 14.03949 13.21638 8.91030 0.603
C 16.77633 15.32403 16.00220 -0.642
C 6.86343 15.40996 14.75048 -0.465
C 12.43465 16.54041 9.39069 0.531
C 8.94085 14.55230 13.91645 0.172
C 13.11382 10.57246 12.89564 0.290
C 11.42442 10.61173 11.41120 -0.154
C 8.75118 13.41052 14.72168 0.275
C 15.49044 20.36965 16.28643 0.887
C 17.76404 19.36714 7.09874 -0.783
C 17.43982 19.13994 9.95890 -0.824
H 20.53367 16.93811 11.04585 0.414
H 14.78059 22.96815 13.32151 0.319
H 7.31491 12.35292 16.07075 0.349
H 9.97410 15.13926 16.85688 0.214
H 17.28179 19.04642 11.02446 0.922
H 10.72187 16.54555 6.96448 0.298
H 18.88867 17.03679 10.41376 -0.200
H 5.61425 14.14852 15.97577 0.330
H 16.76445 14.23950 16.08218 0.308
H 11.94835 10.96197 10.46888 0.060
H 18.93044 21.12668 7.64971 0.334
H 6.31743 16.30446 14.95975 0.344
H 12.67144 10.60985 15.48918 -0.112
H 11.37651 15.58330 17.98793 0.463
H 15.88179 20.14825 13.87034 0.183
H 15.90338 15.20302 9.04179 -0.287
H 12.36870 14.11939 16.52058 0.167
H 17.06851 13.12015 9.42898 0.344
H 16.48241 20.83376 19.12693 0.252
H 11.02810 12.65369 12.00215 -0.151
H 16.22772 14.68267 7.29708 0.360
H 13.00974 14.20823 13.54547 -0.883
H 12.08519 8.80319 17.98814 0.224
H 16.30339 17.85945 7.00811 0.295
H 9.59849 12.70983 14.91163 0.190
H 16.82777 15.54333 14.95206 0.181
H 10.77557 14.22866 8.88545 0.063
H 10.91437 16.77403 16.83937 0.376
H 10.56567 9.95931 11.11827 0.305
H 14.07746 20.77526 13.81300 0.165
H 9.66824 15.64414 8.92536 0.447
H 10.34539 11.56421 13.17817 0.361
H 8.28520 16.65283 13.62336 0.377
H 15.28570 19.35167 19.18545 0.256
H 11.73094 15.09356 6.92905 0.235
H 13.55012 9.73812 17.73320 0.295
H 11.82218 15.09862 15.19034 -0.093
H 11.64643 9.17216 15.57930 0.347
H 16.55227 12.38884 7.89953 0.291
H 15.76097 21.96075 12.28587 0.373
H 15.17681 13.60525 13.06515 0.345
H 21.45806 17.75924 8.86723 0.215
H 16.66160 19.34669 18.22922 0.365
H 16.10972 17.58692 9.58493 0.434
H 17.81772 19.36475 6.03554 0.489
H 16.40520 22.74081 13.71131 0.378
H 17.61924 15.65960 16.58008 0.268
H 12.65095 14.89193 11.93255 -0.499
H 14.68789 13.46075 11.40382 -0.143
H 19.79698 18.03387 8.55178 -0.273
```

Its structure (SMILES) is CCOC(=O)OC.CCOC(=O)OC.Fc1ccccc1.Fc1ccccc1.O=C1OCCO1.O=C1OCCO1.O=C1OCCO1.O=C1OCCO1.O=C1OCCO1.O=C1OCCO1. The calculation puts the HOMO energy at -9.25 eV. As for the HOMO-LUMO gap: 9.7 eV. The net charge is 0. The spin multiplicity is 1.

---

# 3
A molecular structure, C5H6Br2O in a non-equilibrium geometry, computed with ωB97M-V/def2-TZVPD.

The geometry in XYZ format:
```
14
Properties=species:S:1:pos:R:3:mulliken_charge:R:1
Br -2.98935 -1.37770 -0.25533 -0.106
Br -2.46716 1.57931 0.28320 -0.074
O 0.05976 -1.75446 -0.39063 -0.486
C 0.72025 0.48023 -0.74936 -1.275
C -1.96108 0.12720 -0.74693 -0.310
C -0.55630 0.06496 2.55306 -0.244
C -0.08737 -0.51203 0.03043 0.445
C -0.23323 -0.11229 1.36404 -0.322
H 0.45747 1.47725 -0.48740 0.326
H 0.66545 0.32100 -1.91497 0.319
H 1.76447 0.28415 -0.70566 0.409
H -0.96295 0.56233 3.35016 0.426
H -1.71539 0.11876 -1.80820 0.491
H -0.41837 -2.31444 0.23955 0.401
```

The calculation puts the HOMO energy at -8.36 eV. As for the HOMO-LUMO gap: 8.9 eV. The net charge is 0. The spin multiplicity is 1.

---

# 4
A molecular structure, C37H32BrFeN12O3 in a non-equilibrium geometry, computed with ωB97M-V/def2-TZVPD.

The geometry in XYZ format:
```
86
Properties=species:S:1:pos:R:3:mulliken_charge:R:1
Br -1.80131 -2.68693 -1.22822 -0.007
Fe 0.92578 -0.18903 -0.96936 1.021
O -4.87128 1.35141 1.51029 -0.197
O 2.41868 3.53094 -2.07193 -0.354
O 1.21287 1.93417 -1.16063 -0.617
N -6.52259 1.18416 2.95294 -0.488
N 2.48777 1.40132 -2.93398 -0.430
N -0.72645 0.27709 -2.12222 0.245
N 9.51450 -1.26583 3.91766 -0.466
N -7.05246 1.11935 1.65567 -0.425
N -0.08513 -1.58225 2.69513 -1.080
N -2.16129 0.37994 -3.84304 -1.031
N 0.07421 -0.42854 0.78509 0.676
N -0.35495 -0.27515 2.90673 0.875
N 2.01919 0.08818 -2.84479 -0.421
N 0.96536 -2.36408 -1.55092 0.380
N -2.36157 1.40775 -2.99491 0.851
C -0.61748 0.18390 4.26685 -1.101
C -5.25538 1.32275 2.81329 0.349
C 2.20398 -2.85130 -1.74115 -0.314
C 7.28006 -1.00922 2.63392 0.538
C -7.06361 0.80828 -1.38388 -0.867
C -4.85630 1.75107 -1.21325 0.000
C 6.35284 -0.05018 3.03378 -0.708
C -0.03158 -3.25055 -1.57263 0.152
C -5.99884 1.25299 -0.60525 0.083
C 3.64814 -0.56364 0.51636 0.847
C 4.88363 -0.71602 1.23421 0.005
C -5.81214 1.35265 -3.37152 -0.708
C 7.01099 -1.82543 1.53861 -0.702
C 3.44512 3.92142 -2.99513 -0.898
C -1.92274 0.92020 4.44811 0.747
C -4.34732 2.21980 4.94051 -0.881
C 5.82265 -1.67645 0.84861 -0.355
C -3.47998 2.32907 -3.20153 -1.507
C 2.50274 -4.18178 -1.98396 0.081
C 8.52267 -1.15303 3.34862 -0.078
C -6.05403 1.22145 0.85705 0.458
C 3.92661 -4.62399 -2.17201 -1.401
C -6.96282 0.85918 -2.76446 -0.670
C -4.18320 1.43986 3.80573 0.192
C 0.17391 -1.63321 1.41805 -0.997
C -2.08345 1.71824 5.57854 -0.901
C -2.97802 0.78409 3.56398 0.017
C 2.59306 -0.40513 -0.07076 -0.673
C -3.28856 2.35389 5.82819 -0.598
C 2.00830 2.27499 -2.01393 0.627
C 0.15142 -4.60438 -1.80273 -0.884
C -1.17310 -0.27213 -3.28511 -0.737
C -0.25299 0.40160 1.76354 -0.508
C -1.51333 1.32987 -1.97050 -0.348
C 1.43473 -5.06746 -2.01757 -0.521
C 5.16677 0.09264 2.33856 -0.432
C -4.75626 1.80625 -2.59460 1.010
H -3.40025 2.96767 6.71171 0.412
H -7.95233 0.42415 -0.90123 0.527
H -3.19328 3.27710 -2.74675 0.356
H -3.57515 2.47006 -4.27507 0.444
H 3.09510 3.83885 -4.02559 0.345
H -7.78194 0.50487 -3.37546 0.415
H 1.60449 -6.12206 -2.19759 0.419
H -1.46273 2.05182 -1.17245 0.642
H 4.49674 -4.48867 -1.25151 0.242
H 5.61088 -2.30963 -0.00324 0.414
H 6.56793 0.57702 3.88819 0.446
H 4.42160 -4.04702 -2.95368 0.354
H -0.77225 -1.17635 -3.71612 0.575
H -0.41170 1.46439 1.67862 0.579
H 2.80306 -0.55249 -2.86206 0.419
H -4.03972 2.10189 -0.59374 0.526
H 4.34927 3.33387 -2.83616 0.379
H 3.07298 1.67391 -3.70380 0.279
H 7.73414 -2.57091 1.23692 0.452
H -0.61268 -0.72692 4.86309 0.331
H 0.21882 0.79998 4.59799 0.464
H -0.69811 -5.27057 -1.80364 0.476
H 3.97692 -5.67616 -2.44473 0.406
H 3.00323 -2.12852 -1.63879 0.359
H 4.44375 0.83668 2.64394 0.499
H -2.88393 0.16033 2.68352 0.632
H -1.26199 1.83288 6.27644 0.450
H -5.74332 1.38848 -4.45195 0.414
H 1.38690 -0.12004 -3.61085 0.453
H 3.65014 4.96278 -2.77596 0.257
H -5.28921 2.72265 5.11357 0.501
H 0.46484 -2.54282 0.92633 0.682
```

The calculation puts the HOMO energy (spin up / spin down) at -10.14 / -10.14 eV. As for the HOMO-LUMO gap (spin up / spin down): 7.7 / 7.7 eV. The net charge is +1. The spin multiplicity is 1.